{"formula": "C32H44FeN5O4", "method": "the ωB97M-V functional and the def2-TZVPD basis", "e_above_lowest_kcal_mol": 0.0, "fmax_ev_per_a": 0.68, "multiplicity": 5, "homo_lumo_gap_ev": [5.2, 6.9], "charge": -1, "elements": ["C", "C", "H", "C", "H", "C", "C", "C", "H", "H", "H", "C", "H", "H", "H", "H", "H", "H", "H", "C", "C", "C", "O", "C", "H", "H", "C", "H", "N", "C", "C", "H", "C", "H", "C", "O", "N", "O", "H", "C", "H", "H", "C", "C", "H", "C", "H", "H", "C", "C", "C", "C", "H", "H", "H", "H", "H", "H", "H", "O", "H", "C", "H", "C", "H", "H", "Fe", "H", "N", "C", "H", "H", "H", "H", "H", "N", "H", "C", "C", "C", "H", "N", "C", "C", "H", "H"], "xyz": [[-1.64, -0.91, -4.03], [-2.51, -2.17, 0.58], [2.65, -1.17, 4.74], [1.14, 1.77, 1.51], [-5.09, 0.81, -2.92], [-2.60, 2.79, -0.59], [-3.54, -4.02, -1.20], [-0.54, 3.21, 0.73], [1.46, 2.68, 2.02], [1.63, -0.85, 1.18], [-0.02, 3.96, 1.34], [-2.18, -2.02, -0.79], [-2.42, 1.78, -3.58], [0.31, -2.98, -0.05], [2.95, -1.53, -2.95], [1.87, -3.38, -2.11], [3.12, -1.20, -1.22], [3.75, 1.41, 2.30], [-5.59, 3.04, -2.31], [3.31, -0.47, 4.20], [1.72, 0.04, -2.30], [-1.93, -1.36, 1.62], [-1.40, -1.10, -1.22], [-2.36, -3.14, -3.09], [1.92, 1.46, 0.82], [-1.72, -2.78, -4.92], [-3.04, -0.25, -4.03], [4.34, -0.66, 4.52], [1.22, -2.59, -0.25], [3.72, -2.04, 2.32], [-1.71, 3.69, 0.05], [-1.30, 5.73, 0.66], [-3.38, -3.20, 1.02], [-2.53, 0.69, -2.22], [-3.72, 3.37, -1.32], [1.88, 0.55, -3.41], [-1.08, -0.41, 1.49], [0.99, 0.54, -1.36], [-0.73, -0.34, 3.58], [3.17, -0.66, 2.69], [-1.09, -0.56, -3.17], [-3.63, -3.26, 2.08], [1.46, -2.46, -1.70], [-3.47, 7.08, -0.29], [-1.07, -0.62, -4.92], [-2.00, 5.07, 0.13], [-3.37, -0.02, -5.05], [-4.16, 7.40, -1.07], [1.70, -0.63, 2.26], [-2.68, -3.02, -1.72], [-3.98, 4.75, -1.15], [-0.60, 0.28, 2.69], [1.18, 1.03, 3.53], [1.92, -3.18, 0.17], [-3.93, -4.76, -1.90], [3.05, 0.55, 4.51], [-5.28, -5.74, -0.23], [1.20, -1.48, 2.76], [5.07, 0.25, 2.18], [-2.47, 1.51, -0.50], [-3.93, 7.30, 0.68], [0.89, 0.64, 2.55], [-5.66, -4.80, 1.21], [-4.61, 2.62, -2.13], [-4.86, 5.16, -1.64], [4.78, -2.13, 2.59], [-0.69, 0.46, -0.28], [3.17, -2.83, 2.84], [-4.35, 1.49, -2.88], [2.40, -1.31, -2.04], [3.86, 0.35, 0.88], [-1.19, 1.19, 2.82], [-2.70, -4.07, -3.53], [0.49, -2.30, -2.19], [-3.75, -0.97, -3.61], [-1.66, -2.37, -4.00], [3.63, -2.22, 1.24], [-3.14, 5.60, -0.43], [-3.91, -4.12, 0.14], [-4.84, -5.21, 0.61], [-4.32, -5.95, 1.23], [-0.05, 2.03, 0.71], [-3.02, 0.97, -3.14], [4.01, 0.40, 1.97], [-2.57, 7.69, -0.38], [-2.23, -1.63, 2.64]]}

=====

{"formula": "C32H44GeNOSiSr", "method": "the ωB97M-V functional and the def2-TZVPD basis", "e_above_lowest_kcal_mol": 0.0, "fmax_ev_per_a": 1.39, "homo_lumo_gap_ev": 7.2, "charge": 1, "elements": ["C", "H", "C", "C", "H", "C", "H", "C", "H", "H", "H", "C", "C", "C", "C", "C", "C", "H", "C", "H", "H", "H", "C", "H", "H", "C", "C", "H", "H", "C", "H", "H", "Sr", "C", "H", "H", "H", "H", "C", "H", "H", "C", "H", "C", "H", "C", "H", "C", "H", "H", "Si", "C", "H", "H", "C", "C", "C", "H", "N", "H", "C", "H", "H", "H", "C", "O", "H", "H", "C", "Ge", "C", "H", "H", "H", "H", "C", "H", "C", "H", "H", "H"], "xyz": [[-4.30, 1.23, 3.67], [3.76, -0.90, -0.52], [2.30, 2.37, 1.60], [1.58, 4.51, 0.33], [-2.09, 1.36, -1.46], [-2.22, 0.32, 2.95], [1.27, 3.55, 3.10], [0.01, 1.70, -4.67], [0.15, -1.54, 0.31], [1.99, -3.45, 1.65], [-4.72, -0.51, 1.28], [-2.53, -1.79, -1.00], [-0.08, 0.46, -4.03], [-0.81, 0.31, -2.85], [2.47, -3.36, -2.36], [0.17, -4.57, -0.70], [2.90, 1.06, -0.17], [-5.20, 1.19, 4.28], [2.14, 2.89, 3.00], [0.61, -5.54, -0.49], [-1.57, -1.65, 2.40], [0.91, 4.74, -0.51], [-3.14, -0.89, -0.12], [-5.67, -2.79, 1.07], [3.00, 3.49, 3.32], [2.59, -3.43, 0.73], [2.29, 2.67, -2.12], [3.35, -2.72, -2.34], [3.96, -0.66, 1.73], [-2.91, 2.33, 2.09], [-4.63, -4.42, -0.48], [-2.66, -3.79, -1.78], [0.14, 1.30, 0.58], [3.41, 0.14, 2.23], [3.03, -0.18, -1.95], [2.14, 1.83, -2.79], [2.02, 2.09, 3.73], [-1.87, 3.54, -2.54], [-1.20, -0.80, 2.98], [4.12, 0.62, 2.91], [1.87, -3.08, -3.23], [-4.07, 2.31, 2.83], [-0.77, -2.54, -3.06], [-1.35, 2.68, -2.95], [2.66, -0.34, 2.87], [-4.21, -3.42, -0.37], [4.57, 0.41, -1.36], [-4.80, -2.51, 0.50], [1.07, 4.88, 1.23], [0.42, -0.39, -4.48], [1.49, -3.24, -0.77], [-3.36, 0.22, 3.74], [-0.39, -4.66, -1.63], [3.30, -2.61, 0.82], [-0.63, 2.81, -4.13], [-1.44, 1.44, -2.33], [-3.09, -3.06, -1.11], [2.46, 5.14, 0.19], [-1.99, 1.35, 2.14], [-2.76, 0.12, 0.00], [0.58, -1.56, -0.70], [-2.69, 3.16, 1.44], [-1.04, -1.12, 4.01], [-0.56, -4.36, 0.10], [2.34, 2.25, -0.68], [0.02, -0.32, 2.43], [1.30, -0.75, -0.81], [-4.77, 3.13, 2.75], [2.85, 1.12, 1.25], [-0.88, -1.45, -2.00], [1.93, 3.06, 0.42], [3.22, 3.16, -2.43], [-3.50, -0.63, 4.39], [0.57, 1.78, -5.59], [0.75, -0.91, 2.65], [-4.26, -1.24, 0.62], [3.15, -4.36, 0.70], [3.59, 0.05, -1.03], [-0.56, 3.76, -4.63], [1.49, 3.38, -2.31], [2.81, -4.39, -2.52]]}

=====

{"formula": "C32H45AsBeN4Si2", "method": "the ωB97M-V functional and the def2-TZVPD basis", "e_above_lowest_kcal_mol": 18.3, "fmax_ev_per_a": 4.02, "homo_lumo_gap_ev": 5.2, "charge": 0, "elements": ["C", "C", "C", "C", "C", "H", "C", "H", "H", "H", "H", "H", "C", "H", "C", "C", "H", "H", "C", "C", "H", "H", "C", "H", "H", "C", "H", "H", "H", "Be", "C", "H", "H", "Si", "C", "C", "C", "C", "Si", "C", "H", "H", "C", "N", "H", "C", "H", "H", "H", "H", "As", "H", "H", "H", "C", "H", "N", "H", "H", "H", "H", "H", "C", "H", "H", "H", "C", "C", "H", "C", "H", "H", "C", "C", "C", "H", "N", "N", "C", "H", "C", "H", "C", "H", "H"], "xyz": [[0.69, 4.54, -0.62], [-4.11, 2.77, -3.00], [-4.60, -1.04, 2.44], [0.09, -1.03, 3.73], [0.19, 3.28, -0.57], [-4.05, 3.83, -3.30], [0.65, 2.30, -1.43], [1.95, 5.97, -1.61], [-0.86, -2.50, -2.63], [-1.28, 0.05, 5.18], [-5.30, -0.81, 3.21], [-2.44, 3.10, -1.69], [4.32, 0.16, -1.38], [-0.20, -3.88, -3.59], [1.64, 4.92, -1.56], [2.16, 4.03, -2.40], [0.56, 6.49, 0.28], [3.58, 0.88, -1.18], [-5.12, 0.62, -2.77], [-2.56, -1.44, 0.71], [5.37, -3.04, -0.84], [3.04, 0.63, 1.55], [5.11, -2.50, 0.06], [1.63, 0.46, 4.31], [2.31, -0.87, 3.53], [-1.11, -0.88, 4.63], [3.00, 4.14, -3.04], [2.07, 1.91, -2.95], [-0.81, -2.61, 2.79], [-1.00, 1.20, 0.13], [-4.23, -2.34, 2.17], [3.57, -2.14, -3.26], [2.25, -1.04, -3.49], [1.62, -2.91, -2.06], [0.19, 5.48, 0.31], [1.61, 2.64, -2.31], [2.39, -4.61, -1.81], [-0.16, -0.12, 2.60], [3.85, -1.12, -0.08], [-3.13, -0.11, 0.74], [-5.87, 2.12, -4.08], [-1.05, -1.49, 5.51], [1.54, -0.64, 4.26], [0.13, 0.98, -1.26], [-5.77, -0.21, -3.01], [3.95, -0.02, 1.50], [1.71, -5.24, -1.22], [4.67, -3.27, 0.70], [-2.67, -3.38, 1.02], [0.81, 0.17, -0.97], [1.59, -1.73, -0.13], [0.59, -3.19, 3.76], [-1.64, -1.74, 0.16], [-4.62, -3.20, 2.74], [-3.19, -2.50, 1.31], [4.77, 0.71, 1.48], [-0.73, 2.89, 0.29], [4.06, -0.62, 2.39], [2.59, -5.13, -2.78], [-4.59, 1.04, 1.77], [4.25, -0.17, -2.45], [-1.09, 5.70, 1.95], [-1.21, 3.71, 1.20], [2.30, -2.48, -4.45], [1.78, -1.17, 5.23], [-0.52, -4.04, -1.84], [-4.19, 0.05, 1.62], [2.52, -2.04, -3.47], [-2.05, -0.99, 4.07], [-0.14, -3.33, -2.59], [5.29, 0.74, -1.26], [5.95, -2.00, 0.57], [-3.33, 1.21, -1.23], [-5.15, 1.90, -3.35], [-0.74, 5.04, 1.23], [-1.89, 3.31, 1.89], [-2.54, 0.79, -0.13], [-0.44, 0.44, 1.65], [-3.22, 2.40, -1.94], [-4.33, -0.71, -1.28], [0.13, -2.42, 3.15], [0.75, -2.39, 2.25], [-4.31, 0.29, -1.69], [-0.32, 0.68, -2.13], [3.37, -4.49, -1.23]]}